(1)
Here is a gas-phase ion, C3H3N2O3 (charge -1) from the OMol25 dataset. Energies are from ωB97M-V/def2-TZVPD.

Results
**ΔE to the lowest compared entry with this formula, charge and spin**: 3.196 eV
**Total charge**: -1
**LUMO**: 3.95 eV
**E**: -451.3173 hartree
**SMILES**: CC(=O)N([O-])N=C=O
**Frontier orbital gap**: 6.49 eV
**Multiplicity**: 1

CARTESIAN COORDINATES (ANGSTROEM)
1 C -1.199 1.067 -0.868
2 C -0.493 0.125 0.088
3 O -1.034 -0.315 1.119
4 N 0.751 -0.178 -0.293
5 O 1.357 0.259 -1.358
6 N 1.512 -0.996 0.527
7 C 1.501 -1.583 1.560
8 O 1.722 -2.229 2.515
9 H -1.950 0.517 -1.437
10 H -0.467 1.486 -1.555
11 H -1.698 1.848 -0.299

Löwdin population analysis, charges in e, atoms 1 to 6:
1. C -0.02
2. C -0.52
3. O -0.05
4. N -0.28
5. O -0.25
6. N 0.19

=====

(2)
Here is a molecular structure, C23H38BBr2N4O3Pd from the OMol25 dataset. Energies are from ωB97M-V/def2-TZVPD.

Results
**ΔE to the lowest compared entry with this formula, charge and spin**: 0.583 eV
**Total charge**: +1
**LUMO**: -3.05 eV
**E**: -6644.5884 hartree
**Frontier orbital gap**: 7.97 eV
**Multiplicity**: 1

CARTESIAN COORDINATES (ANGSTROEM)
1 Pd 0.068 0.320 0.340
2 Br -2.464 1.619 0.562
3 C -3.338 0.052 -0.073
4 Br -2.055 -1.152 -0.839
5 H -4.047 0.324 -0.842
6 H -3.800 -0.441 0.771
7 C -0.476 0.219 -7.033
8 C 0.060 -0.247 -5.707
9 C 0.399 -1.572 -5.491
10 C 0.899 -2.006 -4.268
11 C 1.257 -3.471 -4.128
12 C 1.059 -1.072 -3.227
13 C 1.599 -1.574 -1.954
14 O 1.763 -0.921 -0.936
15 C 0.722 0.283 -3.430
16 C 0.888 1.360 -2.389
17 C 0.233 0.665 -4.665
18 H -0.544 -0.597 -7.750
19 H 0.163 0.995 -7.458
20 H -1.472 0.651 -6.913
21 H 0.277 -2.290 -6.294
22 H 1.051 -3.988 -5.063
23 H 0.678 -3.967 -3.347
24 H 2.313 -3.621 -3.899
25 H 1.858 -2.641 -1.929
26 H 1.904 1.403 -2.000
27 H 0.215 1.178 -1.539
28 H 0.610 2.333 -2.790
29 H -0.022 1.706 -4.830
30 C 2.753 1.176 1.495
31 N 1.359 1.729 1.503
32 C 1.405 3.078 0.874
33 N 2.325 3.969 1.553
34 C 3.664 3.362 1.531
35 N 3.682 2.049 2.186
36 C 3.229 2.220 3.570
37 N 1.883 2.802 3.638
38 C 0.969 1.923 2.936
39 C 1.904 4.100 2.954
40 H 3.058 1.051 0.456
41 H 2.733 0.194 1.969
42 H 0.397 3.496 0.897
43 H 1.713 2.957 -0.166
44 H 4.360 4.026 2.042
45 H 3.987 3.248 0.495
46 H 3.926 2.875 4.093
47 H 3.223 1.249 4.068
48 H -0.040 2.337 2.958
49 H 0.951 0.953 3.422
50 H 2.595 4.766 3.470
51 H 0.906 4.539 2.989
52 C -2.462 -2.378 3.279
53 C -1.180 -1.701 3.721
54 C -1.255 -1.278 5.170
55 O -1.059 -0.483 2.893
56 B -0.199 -0.821 1.898
57 O 0.418 -2.020 1.985
58 C 0.110 -2.508 3.348
59 C 1.316 -2.170 4.203
60 C -0.087 -4.004 3.267
61 H -3.291 -1.680 3.407
62 H -2.672 -3.266 3.876
63 H -2.417 -2.676 2.229
64 H -2.176 -0.722 5.344
65 H -0.415 -0.645 5.452
66 H -1.264 -2.154 5.821
67 H 1.484 -1.093 4.269
68 H 2.201 -2.627 3.760
69 H 1.198 -2.556 5.216
70 H -0.836 -4.273 2.526
71 H -0.396 -4.399 4.237
72 H 0.855 -4.482 2.996

Löwdin population analysis, charges in e, atoms 1 to 6:
1. Pd 0.56
2. Br 0.72
3. C -0.97
4. Br 0.77
5. H 0.01
6. H 0.01

=====

(3)
Here is a molecular structure, C20H29N4PtS2 from the OMol25 dataset. Energies are from ωB97M-V/def2-TZVPD.

Results
**ΔE to the lowest compared entry with this formula, charge and spin**: 0.000 eV
**Total charge**: +1
**LUMO**: -2.74 eV
**E**: -1914.0258 hartree
**Frontier orbital gap**: 6.53 eV
**Multiplicity**: 1

CARTESIAN COORDINATES (ANGSTROEM)
1 Pt -0.275 0.110 0.175
2 C 0.676 -0.340 2.911
3 N -0.593 0.077 2.253
4 C -1.623 -0.997 2.487
5 C -2.413 -1.343 1.237
6 N -1.521 -1.736 0.118
7 C -0.891 -3.057 0.298
8 C -2.192 -1.697 -1.184
9 C -3.416 -2.325 -1.350
10 C -4.043 -2.323 -2.588
11 C -3.433 -1.693 -3.661
12 C -2.210 -1.063 -3.496
13 C -1.572 -1.057 -2.261
14 S -0.012 -0.243 -2.061
15 C -0.965 1.397 2.794
16 C -1.292 1.532 4.139
17 C -1.591 2.777 4.658
18 C -1.547 3.891 3.825
19 C -1.198 3.757 2.497
20 C -0.894 2.503 1.955
21 S -0.431 2.374 0.262
22 H 0.507 -0.569 3.965
23 H 1.070 -1.219 2.404
24 H 1.389 0.477 2.830
25 H -1.092 -1.880 2.843
26 H -2.306 -0.691 3.277
27 H -3.120 -2.143 1.488
28 H -2.982 -0.476 0.901
29 H -1.646 -3.841 0.426
30 H -0.301 -3.276 -0.590
31 H -0.232 -3.051 1.164
32 H -3.893 -2.818 -0.512
33 H -5.003 -2.806 -2.707
34 H -3.918 -1.677 -4.628
35 H -1.745 -0.546 -4.326
36 H -1.322 0.662 4.785
37 H -1.852 2.881 5.702
38 H -1.780 4.870 4.220
39 H -1.154 4.625 1.852
40 N 4.237 0.077 -2.437
41 C 4.136 1.313 -1.577
42 C 2.914 1.139 -0.687
43 N 2.955 -0.073 0.107
44 C 3.181 -1.261 -0.688
45 C 4.401 -1.163 -1.596
46 H 4.998 0.163 -3.110
47 H 3.366 -0.011 -2.972
48 H 4.056 2.175 -2.237
49 H 5.065 1.371 -1.010
50 H 2.022 1.104 -1.320
51 H 2.784 2.007 -0.043
52 H 3.595 -0.002 0.887
53 H 2.292 -1.415 -1.313
54 H 3.272 -2.135 -0.044
55 H 4.489 -2.014 -2.270
56 H 5.332 -1.039 -1.042

Löwdin population analysis, charges in e, atoms 1 to 6:
1. Pt 0.63
2. C -0.07
3. N -0.31
4. C -0.14
5. C -0.17
6. N -0.29

=====

(4)
Here is a molecular structure, C30H45CdINO4P3Si from the OMol25 dataset. Energies are from ωB97M-V/def2-TZVPD.

Results
**Total charge**: +2
**LUMO**: -10.19 eV
**E**: -3303.6273 hartree
**Frontier orbital gap**: 1.81 eV
**Multiplicity**: 1

CARTESIAN COORDINATES (ANGSTROEM)
1 C 2.273 -4.753 1.112
2 C 3.380 -3.825 0.413
3 C 3.438 -3.926 -1.189
4 C 2.308 -3.057 -1.937
5 C 1.137 -3.664 -2.745
6 P 1.064 -5.578 -2.814
7 N 0.564 -6.033 -1.337
8 C 0.007 -2.807 -3.469
9 P -1.317 -3.773 -4.339
10 C -2.287 -2.845 -5.630
11 C -3.560 -1.998 -5.134
12 C -2.303 -4.923 -3.238
13 C -3.793 -4.461 -2.859
14 C 0.153 -1.258 -3.346
15 C -0.929 -0.297 -4.010
16 C 1.322 -0.619 -2.546
17 C 2.410 -1.507 -1.818
18 C 3.560 -0.755 -0.966
19 O 4.757 -1.121 -0.966
20 C 3.024 0.534 -0.150
21 C 3.466 0.901 1.285
22 C 2.806 2.165 1.951
23 C 3.306 2.471 3.460
24 C 2.841 1.327 4.508
25 C 2.480 1.923 5.973
26 I 1.019 0.254 3.846
27 C 1.720 3.037 1.225
28 C 1.016 4.309 1.951
29 C -0.572 4.029 2.241
30 O -0.990 4.474 3.558
31 Si -2.744 4.520 3.652
32 C -3.513 5.866 2.494
33 C -3.559 2.842 3.082
34 C -3.411 4.839 5.414
35 C 1.289 2.675 -0.262
36 P 0.019 3.772 -1.115
37 O 0.425 5.258 -1.209
38 C 1.957 1.426 -0.886
39 C 1.539 0.968 -2.379
40 O 1.444 1.804 -3.306
41 H 2.548 -4.833 2.233
42 H 2.230 -5.824 0.719
43 H 1.245 -4.243 0.993
44 H 4.412 -4.114 0.846
45 H 3.190 -2.750 0.784
46 H 3.421 -5.034 -1.466
47 H 4.474 -3.535 -1.524
48 H 2.363 -6.147 -3.122
49 H 0.177 -6.057 -3.831
50 H 0.426 -5.164 -0.785
51 H -2.688 -3.621 -6.392
52 H -1.561 -2.189 -6.248
53 H -3.568 -0.920 -5.554
54 H -3.535 -1.868 -3.989
55 H -4.574 -2.447 -5.404
56 H -2.293 -5.978 -3.688
57 H -1.724 -5.016 -2.236
58 H -3.888 -3.399 -2.463
59 H -4.162 -5.194 -2.042
60 H -4.461 -4.678 -3.772
61 H -0.958 -0.478 -5.136
62 H -1.936 -0.529 -3.488
63 H -0.746 0.817 -3.852
64 H 4.249 0.250 1.822
65 H 4.459 2.393 3.410
66 H 3.079 3.535 3.800
67 H 3.727 0.618 4.662
68 H 3.171 2.765 6.307
69 H 2.440 1.044 6.716
70 H 1.391 2.307 5.888
71 H 1.051 5.230 1.252
72 H 1.522 4.563 2.950
73 H -0.831 2.904 2.121
74 H -1.162 4.678 1.475
75 H -3.481 5.537 1.388
76 H -4.629 5.919 2.800
77 H -3.078 6.909 2.663
78 H -3.222 2.527 2.037
79 H -4.697 3.050 3.093
80 H -3.301 2.087 3.904
81 H -3.109 5.841 5.869
82 H -3.111 3.948 6.080
83 H -4.568 4.822 5.351
84 H -0.299 3.358 -2.460
85 H -1.235 3.632 -0.369
86 Cd -2.502 3.088 0.146

Löwdin population analysis, charges in e, atoms 1 to 6:
1. C -0.13
2. C -0.24
3. C -0.16
4. C -0.08
5. C -0.22
6. P 0.75